(1)
Here is a cluster of 2 separate species, C7H14O in total from OMol25. Energies are from ωB97M-V/def2-TZVPD.

The geometry in ORCA input format:
```
! wB97M-V def2-TZVPD RIJCOSX def2/J DEFGRID3
* xyz 1 2
C -1.9174 -0.6905 1.6550
C -1.8099 0.2620 0.4263
C -0.6174 0.0290 -0.5537
C 0.7321 0.4670 -0.1738
C 1.3334 0.1516 1.0665
C 1.2215 2.8141 -0.4182
C 1.3176 1.5911 -0.9368
H -0.9743 -0.9229 2.1445
H -2.3651 -1.6287 1.3166
H -2.6322 -0.2090 2.3263
H -2.6815 0.0431 -0.1681
H -1.7481 1.2732 0.8076
H -0.9177 0.5667 -1.4592
H -0.6278 -1.0087 -0.9091
H 0.6668 -0.3448 1.7664
H 2.3596 0.3806 1.3459
H 0.7383 2.9930 0.5348
H 1.5719 3.6789 -0.9731
H 1.8594 1.4409 -1.8595
H -0.2783 -2.8123 -1.6090
H 0.7352 -3.0672 -0.4434
O 0.2522 -3.4843 -1.1595
*
```

Results
DFT total energy, eV: -9522.4883
Molecular weight, g mol⁻¹: 114.19
Largest force on an atom, eV/Å: 2.3
HOMO-LUMO gap (alpha / beta), eV: 9.649 / 6.243

(2)
Here is a cluster of 3 separate species, C7H14O2 in total from OMol25. Energies are from ωB97M-V/def2-TZVPD.

The geometry in ORCA input format:
```
! wB97M-V def2-TZVPD RIJCOSX def2/J DEFGRID3
* xyz 0 1
C 0.6377 0.8968 -0.2991
C -0.0655 0.1917 0.6718
C 0.4932 -0.9220 1.5086
C 1.1633 1.8886 1.6853
C -2.3425 -0.6286 -1.1768
C -0.8910 -0.9267 -1.0003
C -0.2377 -1.8594 -1.6741
O 1.8206 0.5466 -0.8068
O 0.0275 1.8605 -0.9839
H 2.0927 -0.3198 -0.4770
H 0.6164 2.1827 -1.6800
H -1.0024 0.6388 0.9634
H 0.5997 -0.5994 2.5437
H -0.1680 -1.7854 1.4588
H 1.3055 2.8484 1.1949
H 2.1071 1.4401 1.9873
H 0.4646 1.9814 2.5131
H 1.4802 -1.2484 1.1719
H -2.7996 -1.2124 -1.9876
H -2.9016 -0.8402 -0.2590
H -2.4969 0.4312 -1.4008
H 0.8267 -2.0482 -1.5562
H -0.7302 -2.5160 -2.3973
*
```

Results
DFT total energy, eV: -11575.3876
Molecular weight, g mol⁻¹: 130.19
Largest force on an atom, eV/Å: 3.5
HOMO-LUMO gap (alpha / beta), eV: 6.952 / 6.952

(3)
Here is an isolated molecule of C7H14O2 from OMol25. Energies are from ωB97M-V/def2-TZVPD.

The geometry in ORCA input format:
```
! wB97M-V def2-TZVPD RIJCOSX def2/J DEFGRID3
* xyz 0 1
C -1.7932 0.3029 1.1065
C -0.8394 0.8415 0.0397
O 0.0287 1.8304 0.5744
C 1.1527 1.1798 1.1265
C 1.3258 -0.1684 0.3886
O 1.4222 -1.2609 1.2662
C 0.1153 -0.2012 -0.5869
C 0.5632 0.3347 -1.9519
C -0.4728 -1.5952 -0.7698
H -2.3199 1.1456 1.5462
H -2.5241 -0.3693 0.6687
H -1.2624 -0.2112 1.9101
H -1.4350 1.3508 -0.7256
H 1.0118 0.9867 2.2004
H 2.0116 1.8417 1.0051
H 2.2711 -0.1929 -0.1627
H 0.5631 -1.3851 1.7028
H 1.3932 -0.2569 -2.3412
H -0.2616 0.2865 -2.6633
H 0.8839 1.3732 -1.8585
H 0.3033 -2.2553 -1.1650
H -0.8415 -2.0252 0.1591
H -1.2960 -1.5524 -1.4692
*
```

Results
DFT total energy, eV: -11580.8345
Molecular weight, g mol⁻¹: 130.19
Largest force on an atom, eV/Å: 0.8
HOMO-LUMO gap, eV: 10.581
SMILES: C[C@H]1OC[C@@H](O)C1(C)C

(4)
Here is an isolated molecule of C7H14O4 from OMol25. Energies are from ωB97M-V/def2-TZVPD.

The geometry in ORCA input format:
```
! wB97M-V def2-TZVPD RIJCOSX def2/J DEFGRID3
* xyz 0 1
C 2.4716 -0.9412 1.4140
O 1.8148 -0.0716 0.5201
C 0.7220 -0.6033 -0.1965
C 0.9848 -1.9841 -0.7825
C -0.5222 -0.5784 0.7010
C -1.0816 0.8439 0.7614
C -1.5795 1.2194 -0.6275
O -1.4923 2.6294 -0.8636
O -2.4075 3.2487 0.0377
C -0.7237 0.5664 -1.7005
O 0.5992 0.3260 -1.2617
H 3.2175 -0.3305 1.9373
H 3.0019 -1.7480 0.8931
H 1.8016 -1.3757 2.1692
H 0.1657 -2.2474 -1.4598
H 1.9281 -1.9804 -1.3437
H 1.0374 -2.7499 0.0029
H -1.2780 -1.2821 0.3176
H -0.2324 -0.9309 1.7047
H -0.2708 1.5367 1.0234
H -1.8780 0.9452 1.5129
H -2.6330 0.9141 -0.7464
H -1.7853 3.7260 0.6158
H -0.6474 1.2303 -2.5709
H -1.2129 -0.3625 -2.0581
*
```

Results
DFT total energy, eV: -15672.7567
Molecular weight, g mol⁻¹: 162.18
Largest force on an atom, eV/Å: 0.6
HOMO-LUMO gap, eV: 10.441
SMILES: CO[C@@]1(C)CC[C@@H](OO)CO1

(5)
Here is a structure of composition C7H14OPPtS from OMol25. Energies are from ωB97M-V/def2-TZVPD.

The geometry in ORCA input format:
```
! wB97M-V def2-TZVPD RIJCOSX def2/J DEFGRID3
* xyz -1 3
C -0.7099 2.5235 -1.4346
C -0.8025 1.7713 -2.7744
C 0.4683 1.0637 -2.9871
C 1.2711 1.3967 -1.8270
C 0.4717 2.3293 -0.8678
Pt -0.6140 0.3676 -1.2772
P -2.4435 -0.6764 0.1881
H -1.7552 2.7796 -1.1462
H -1.4934 1.7200 -3.6419
H 0.9367 0.6242 -3.8636
H 0.8647 2.5178 0.1056
H 2.2462 1.0492 -1.8894
H -2.4286 -2.1143 0.2032
H -3.7475 -0.4953 -0.3177
H -2.6937 -0.3524 1.6060
C 1.2848 -0.1796 2.6289
S 1.4651 -1.1338 1.0758
C 1.0770 -2.7950 1.7107
O 0.0445 -1.0233 0.2634
H 1.9312 -0.5292 3.4457
H 0.2468 -0.2729 2.9399
H 1.5512 0.8578 2.4162
H 0.1797 -2.6879 2.3145
H 0.8524 -3.3781 0.8188
H 1.7969 -3.3626 2.3101
*
```

Results
DFT total energy, eV: -32897.2787
Molecular weight, g mol⁻¹: 372.31
Largest force on an atom, eV/Å: 6.6
HOMO-LUMO gap (alpha / beta), eV: 2.482 / 5.869

(6)
Here is a structure of composition C7H14OPRuS from OMol25. Energies are from ωB97M-V/def2-TZVPD.

The geometry in ORCA input format:
```
! wB97M-V def2-TZVPD RIJCOSX def2/J DEFGRID3
* xyz 0 6
C -0.5427 0.6822 -1.2328
C -0.7953 1.2307 -2.5112
C -1.2135 2.5996 -2.3535
C -1.1874 2.9094 -0.9573
C -0.7947 1.7408 -0.2500
Ru -0.1478 -1.0915 1.9072
P 1.9631 -1.3028 1.2291
H -0.2339 -0.3330 -0.9956
H -0.7139 0.6995 -3.4609
H -1.4829 3.2838 -3.1587
H -0.6824 1.6414 0.8288
H -1.4521 3.8666 -0.5113
H 2.9206 -0.3211 1.6619
H 2.1956 -1.3773 -0.1589
H 2.6884 -2.4586 1.6328
C -0.0785 -3.7496 3.1528
S -0.1897 -3.3536 1.4047
C -1.9466 -3.2884 1.1023
O -0.8499 0.0658 2.8921
H -0.7530 -4.5894 3.3246
H -0.3310 -2.8226 3.7021
H 0.9511 -4.0872 3.3330
H -2.3261 -2.4001 1.6362
H -2.0516 -3.1721 0.0231
H -2.3690 -4.2377 1.4256
*
```

Results
DFT total energy, eV: -32231.7646
Molecular weight, g mol⁻¹: 278.30
Largest force on an atom, eV/Å: 4.8
HOMO-LUMO gap (alpha / beta), eV: 5.814 / 6.545

(7)
Here is an isolated molecule of C7H14OS from OMol25. Energies are from ωB97M-V/def2-TZVPD.

The geometry in ORCA input format:
```
! wB97M-V def2-TZVPD RIJCOSX def2/J DEFGRID3
* xyz 0 3
C -0.7293 -0.5120 1.5340
C -0.7557 1.9885 0.6689
C -0.2655 -1.9786 1.2767
C -0.3011 -2.4412 -0.1823
C 0.5008 -1.6188 -1.0614
C -0.0715 -0.1678 -1.1482
C -0.3672 3.2498 -0.1099
O 1.9020 0.9426 0.0937
S 0.1129 0.5838 0.4709
H -0.5808 -0.2490 2.5285
H -1.1015 2.3788 1.6921
H 0.7959 -2.2039 1.7161
H -0.8209 -2.7542 1.8268
H -0.0455 -3.4308 -0.1683
H -1.3288 -2.4144 -0.6850
H 1.4028 -1.4470 -0.5048
H 0.6267 -2.0962 -2.0577
H 0.4981 0.3533 -1.8114
H -1.1036 -0.2943 -1.5082
H 0.1291 3.0819 -1.0854
H -1.1967 3.8796 -0.2365
H 0.4138 3.6616 0.5569
H 2.3291 1.3381 0.9616
*
```

Results
DFT total energy, eV: -20360.7592
Molecular weight, g mol⁻¹: 146.26
Largest force on an atom, eV/Å: 3.8
HOMO-LUMO gap (alpha / beta), eV: 6.010 / 7.000

(8)
Here is a cluster of 2 separate species, C7H14S in total from OMol25. Energies are from ωB97M-V/def2-TZVPD.

The geometry in ORCA input format:
```
! wB97M-V def2-TZVPD RIJCOSX def2/J DEFGRID3
* xyz 0 1
C -1.1417 0.7645 -0.6834
C -0.4545 -0.3497 -1.3608
C 0.1433 0.2771 -0.1793
C 0.0777 -0.0243 -2.7741
C 1.3982 1.0807 -0.1901
C -0.7042 -0.1527 2.7678
C 0.2167 -0.8235 1.7556
S -0.0456 -2.4833 1.4085
H -1.2362 1.7090 -1.2403
H -2.0058 0.7347 -0.0951
H -1.0856 -1.2169 -1.2832
H -0.7683 0.0374 -3.4537
H 0.8126 -0.8641 -3.0857
H 0.7216 0.8625 -2.5075
H 1.0764 2.1011 -0.5075
H 2.2331 0.6267 -0.7836
H 1.8390 1.0901 0.8353
H -0.4674 0.8615 2.8740
H -0.6261 -0.6088 3.8073
H -1.7897 -0.3413 2.5802
H 1.3070 -0.6551 1.9103
H 0.4993 -2.6254 0.2051
*
```

Results
DFT total energy, eV: -18317.3665
Molecular weight, g mol⁻¹: 130.26
Largest force on an atom, eV/Å: 4.1
HOMO-LUMO gap, eV: 8.859

(9)
Here is an isolated molecule of C7H14S from OMol25. Energies are from ωB97M-V/def2-TZVPD.

The geometry in ORCA input format:
```
! wB97M-V def2-TZVPD RIJCOSX def2/J DEFGRID3
* xyz 0 1
C -1.7770 1.0099 1.5032
C -0.9726 0.7603 0.2552
S 0.6527 1.0598 -0.0649
C 1.9826 0.4008 1.5762
C 0.7186 0.5245 -1.7463
C -0.2050 -0.7479 -1.6469
C 0.5811 -1.9721 -1.2212
C -1.3938 -0.3491 -0.7384
H -1.4314 0.5900 2.5048
H -2.6349 0.3391 1.4340
H -2.1846 2.1350 1.5270
H 0.8451 2.3297 0.1223
H 1.1841 0.2950 2.3442
H 2.5223 -0.4980 1.6092
H 2.6856 1.3111 1.7844
H 1.7849 0.4260 -2.0689
H -0.6068 -0.8658 -2.6620
H 0.6217 -2.0194 -0.0930
H 1.6069 -1.7806 -1.4884
H 0.2481 -2.9540 -1.8227
H -2.0017 -1.1511 -0.3872
H -1.9493 0.1138 -1.5925
*
```

Results
DFT total energy, eV: -18313.5067
Molecular weight, g mol⁻¹: 130.26
Largest force on an atom, eV/Å: 3.8
HOMO-LUMO gap (alpha / beta), eV: 7.156 / 7.157
SMILES: CC1=[S@@H](C)=C[C@@H](C)C1

What is the largest force on an atom in the fourth record? 0.6 eV/Å

largest force on an atom of number 1 (C7H14O)? 2.3 eV/Å

Copy entry 5 word for word.
Here is a structure of composition C7H14OPPtS from OMol25. Energies are from ωB97M-V/def2-TZVPD.

The geometry in ORCA input format:
```
! wB97M-V def2-TZVPD RIJCOSX def2/J DEFGRID3
* xyz -1 3
C -0.7099 2.5235 -1.4346
C -0.8025 1.7713 -2.7744
C 0.4683 1.0637 -2.9871
C 1.2711 1.3967 -1.8270
C 0.4717 2.3293 -0.8678
Pt -0.6140 0.3676 -1.2772
P -2.4435 -0.6764 0.1881
H -1.7552 2.7796 -1.1462
H -1.4934 1.7200 -3.6419
H 0.9367 0.6242 -3.8636
H 0.8647 2.5178 0.1056
H 2.2462 1.0492 -1.8894
H -2.4286 -2.1143 0.2032
H -3.7475 -0.4953 -0.3177
H -2.6937 -0.3524 1.6060
C 1.2848 -0.1796 2.6289
S 1.4651 -1.1338 1.0758
C 1.0770 -2.7950 1.7107
O 0.0445 -1.0233 0.2634
H 1.9312 -0.5292 3.4457
H 0.2468 -0.2729 2.9399
H 1.5512 0.8578 2.4162
H 0.1797 -2.6879 2.3145
H 0.8524 -3.3781 0.8188
H 1.7969 -3.3626 2.3101
*
```

Results
DFT total energy, eV: -32897.2787
Molecular weight, g mol⁻¹: 372.31
Largest force on an atom, eV/Å: 6.6
HOMO-LUMO gap (alpha / beta), eV: 2.482 / 5.869

What is the formula in the second record? C7H14O2